Entry 1:
59
Properties=species:S:1:pos:R:3:forces:R:3 method="wB97M-V/def2-TZVPD" gap_ev="4.8 / 4.7" energy_ha=-4108.23368 total_charge=+2
Mo -0.885 -2.358 0.143 0.6 0.9 -1.4
N -1.031 -4.434 0.969 -0.1 0.2 -0.1
C 0.066 -4.910 1.867 0.1 0.1 0.1
C 1.395 -4.982 1.147 0.0 -0.1 -0.1
C 1.963 -3.641 0.730 0.0 -0.1 0.2
N 1.133 -2.987 -0.324 -0.1 0.1 -0.1
H -1.896 -4.479 1.502 -0.1 0.0 0.0
H -1.161 -5.124 0.229 0.0 0.0 -0.1
H -0.196 -5.891 2.263 -0.1 0.0 0.0
H 0.122 -4.212 2.702 0.0 0.0 0.0
H 1.321 -5.655 0.285 0.0 0.0 0.0
H 2.109 -5.448 1.828 0.0 0.0 0.0
H 2.970 -3.771 0.335 0.0 0.0 0.0
H 2.021 -2.960 1.577 0.0 0.0 -0.1
H 1.085 -3.620 -1.124 0.0 0.0 0.0
H 1.629 -2.165 -0.661 0.0 0.1 0.1
Br 3.816 6.175 -3.070 0.1 0.0 0.0
C 2.147 5.410 -3.427 0.0 -0.1 0.0
C 2.059 4.025 -3.588 0.0 0.1 0.0
C 0.836 3.450 -3.847 -0.1 0.1 0.0
C -0.297 4.268 -3.947 0.4 -0.2 0.2
C -0.191 5.654 -3.828 -0.2 -0.1 0.0
C 1.032 6.229 -3.548 0.1 0.0 0.0
N -1.591 3.793 -4.210 0.0 1.3 -0.4
N -1.921 2.633 -4.181 -0.9 -1.3 0.3
C -1.579 1.461 -3.603 0.4 0.0 -0.2
C -1.512 0.295 -4.398 0.0 0.5 -0.1
C -1.279 -0.941 -3.849 0.0 -0.2 0.6
C -1.168 -1.065 -2.458 0.1 2.2 -0.6
O -1.000 -2.181 -1.816 -0.4 -1.7 3.0
C -1.258 0.099 -1.626 0.0 -1.2 -0.8
N -1.135 -0.153 -0.296 0.0 -0.7 -0.3
C -1.289 0.867 0.536 -0.1 0.4 0.1
C -1.543 2.165 0.091 0.1 -0.1 0.4
C -1.640 2.426 -1.254 0.0 -0.1 -0.3
C -1.492 1.368 -2.159 0.0 0.2 -0.3
H 2.951 3.419 -3.523 0.0 0.0 0.0
H 0.772 2.381 -4.003 0.0 0.0 0.0
H -1.079 6.259 -3.953 0.0 0.0 0.0
H 1.128 7.300 -3.440 0.0 0.0 0.0
H -1.634 0.401 -5.469 0.0 0.0 0.1
H -1.210 -1.819 -4.477 0.0 0.0 0.0
H -1.225 0.659 1.595 0.0 0.0 0.0
H -1.666 2.954 0.819 0.0 0.0 0.0
H -1.850 3.428 -1.602 0.0 0.0 0.0
O 1.405 -0.788 1.769 -0.2 -0.2 -0.1
C 0.429 -1.015 2.441 0.4 0.7 0.4
O -0.632 -1.688 1.897 -0.3 -0.7 -0.5
C 0.243 -0.573 3.836 -0.2 -0.2 -0.1
C -0.924 -0.857 4.547 -0.1 0.0 0.0
C -1.052 -0.427 5.857 0.0 0.0 0.0
C -0.021 0.286 6.458 0.0 0.0 -0.1
C 1.141 0.571 5.750 0.0 0.0 0.0
C 1.273 0.142 4.441 0.2 0.1 0.0
H -1.724 -1.414 4.077 0.0 0.0 0.0
H -1.953 -0.649 6.413 0.0 0.0 0.0
H -0.124 0.618 7.482 0.0 0.0 0.0
H 1.941 1.124 6.222 0.0 0.0 0.0
H 2.171 0.348 3.874 0.0 0.0 0.0

Entry 2:
30
Properties=species:S:1:pos:R:3:forces:R:3 method="wB97M-V/def2-TZVPD" gap_ev=8.1 de_lowest_kj_mol=331.60 energy_ha=-3471.86301 total_charge=+1
C 0.225 3.748 1.804 -0.9 0.4 0.1
C -0.942 2.011 -0.378 -1.9 1.2 -2.1
C -0.200 1.303 0.420 1.8 -1.2 2.1
C 1.196 3.285 2.715 -2.9 -0.3 -5.8
C -1.289 3.498 -0.394 2.0 0.2 3.6
C 0.635 -2.864 -2.185 -4.7 1.2 -0.6
C 1.924 -2.418 -0.133 0.0 1.2 -2.0
C -1.467 -0.615 1.169 -0.7 0.6 -0.4
C -0.024 -0.906 -0.949 1.3 1.2 0.7
C 0.542 -2.243 -0.846 1.8 -2.5 4.4
N -0.594 3.970 0.931 1.1 -0.3 0.7
N -0.213 -0.261 0.374 -0.8 2.1 0.9
S 0.980 1.539 1.819 0.5 -0.4 0.1
Br -3.304 3.587 -0.226 1.8 0.3 -0.3
H -1.614 1.536 -1.097 0.5 -0.5 0.1
H 1.342 3.226 3.748 -0.3 0.1 1.3
H -0.791 4.174 -1.134 -1.2 -0.9 0.2
H 1.317 -3.625 -2.393 0.4 -1.9 0.4
H 1.008 -2.093 -2.812 0.1 1.0 -1.0
H -0.523 -2.998 -2.436 2.7 -0.5 -0.4
H 1.892 -2.155 0.922 0.5 0.3 -0.1
H 2.226 -3.448 -0.248 -0.2 -0.4 0.4
H 2.651 -1.902 -0.803 0.0 0.2 1.1
H -1.712 -1.670 1.080 0.2 0.0 0.1
H -1.275 -0.288 2.184 0.1 -0.3 0.2
H -2.345 0.009 0.826 1.2 -0.8 -0.1
H 0.684 -0.288 -1.431 0.5 1.0 -1.0
H -0.920 -0.998 -1.465 -1.8 0.5 -0.9
H -0.056 -2.670 0.007 -0.5 -1.0 -1.6
H 0.648 -0.445 0.931 -0.6 -0.5 -0.1

Entry 3:
106
Properties=species:S:1:pos:R:3:forces:R:3 method="wB97M-V/def2-TZVPD" smiles="CCCNN(CSCC)S(=O)(=O)F.CCOP(=O)(OCC)OCC.CCOP(=O)(OCC)OCC.CCOP(=O)(OCC)OCC" gap_ev=9.3 energy_ha=-4033.71398
C -0.552 0.267 -0.814 -0.8 0.1 -0.9
C 0.277 0.893 -1.950 0.2 0.3 0.6
C 1.797 0.658 -1.861 -0.4 -0.3 -0.8
N 2.180 -0.612 -1.207 0.5 0.7 -0.2
N 2.404 -1.651 -2.193 0.7 -1.1 1.8
C 1.692 -2.923 -1.765 -0.8 0.5 -0.5
S 0.828 -3.650 -3.169 0.0 -0.3 0.2
C -0.650 -2.586 -3.204 0.3 0.4 -0.1
C -1.110 -2.284 -4.638 0.0 0.4 0.3
S 4.016 -2.036 -2.294 1.0 -0.1 -2.9
O 4.768 -0.974 -2.850 -0.2 1.1 1.1
O 4.198 -3.277 -2.950 -0.7 -0.8 0.6
F 4.492 -2.251 -0.798 -0.4 0.4 0.0
H -1.501 -0.054 -1.256 0.0 0.0 0.2
H -0.114 -0.623 -0.372 0.2 0.2 0.2
H -0.840 1.011 -0.074 0.3 -0.2 0.3
H -0.108 0.633 -2.936 0.1 -0.3 0.1
H 0.134 1.974 -1.881 0.0 0.0 -0.2
H 2.201 0.630 -2.877 0.1 0.3 0.1
H 2.271 1.491 -1.342 0.1 -0.2 0.2
H 3.068 -0.421 -0.754 -0.1 -0.1 0.3
H 0.974 -2.613 -1.010 0.0 0.0 0.0
H 2.364 -3.648 -1.312 0.0 -0.1 -0.2
H -0.352 -1.643 -2.747 0.0 -0.1 0.1
H -1.449 -2.996 -2.587 0.1 -0.2 -0.1
H -0.782 -1.281 -4.918 0.1 -0.1 -0.1
H -2.199 -2.256 -4.658 0.0 -0.2 -0.3
H -0.703 -2.965 -5.382 -0.2 -0.2 0.1
O -4.586 -2.505 2.948 0.2 0.1 2.9
P -4.144 -1.094 2.979 0.4 1.7 -5.8
O -5.367 -0.220 2.350 0.3 -0.2 0.8
C -6.695 -0.371 2.845 -0.4 0.0 0.0
C -6.956 0.503 4.057 0.2 0.0 0.1
O -3.074 -1.019 1.761 0.1 0.2 0.4
C -2.583 -2.208 1.147 -0.1 -0.3 -0.2
C -3.428 -2.597 -0.051 0.0 0.1 -0.2
O -3.362 0.135 3.700 -0.4 -1.9 1.8
C -3.521 0.451 5.088 -0.1 0.4 0.5
C -3.738 -0.754 5.980 0.1 -0.2 -0.1
H -6.905 -1.419 3.071 0.1 0.0 0.0
H -7.361 -0.074 2.034 0.1 0.0 -0.1
H -6.401 0.141 4.926 0.0 0.0 0.0
H -8.015 0.500 4.319 0.0 0.0 0.0
H -6.645 1.531 3.867 0.0 0.0 -0.1
H -2.523 -3.020 1.870 -0.2 0.0 0.0
H -1.562 -2.001 0.819 0.0 0.2 0.1
H -4.493 -2.537 0.171 0.0 -0.1 0.2
H -3.196 -3.614 -0.373 0.0 0.0 0.0
H -3.240 -1.918 -0.886 0.0 0.0 0.0
H -4.332 1.175 5.201 -0.1 -0.1 -0.1
H -2.609 0.963 5.396 0.0 0.0 -0.2
H -4.554 -1.390 5.619 0.0 0.1 0.1
H -3.981 -0.434 6.993 0.0 0.0 0.0
H -2.838 -1.369 6.023 0.0 0.0 0.0
O 0.240 7.107 -4.546 1.7 0.8 -2.6
P 0.300 5.721 -5.069 -3.3 -3.5 4.4
O -1.278 5.286 -5.163 0.5 0.2 -0.6
C -2.221 6.109 -5.843 -0.3 0.1 0.0
C -2.263 5.824 -7.333 0.2 0.0 -0.1
O 0.774 4.861 -3.778 0.4 0.0 -0.4
C 1.332 5.514 -2.637 -0.1 0.2 0.3
C 0.263 5.855 -1.617 -0.1 -0.2 0.1
O 0.825 4.508 -6.028 1.2 2.4 -0.9
C 1.078 4.673 -7.427 0.0 -0.2 -0.6
C 1.620 6.037 -7.805 0.1 0.1 0.2
H -2.014 7.166 -5.658 0.1 0.0 0.1
H -3.195 5.886 -5.406 0.1 -0.1 0.1
H -1.347 6.165 -7.822 0.0 0.0 0.0
H -3.099 6.341 -7.805 0.0 0.0 0.1
H -2.361 4.754 -7.520 -0.1 0.0 0.0
H 1.891 6.400 -2.935 -0.1 0.1 -0.1
H 2.051 4.821 -2.196 0.0 -0.1 -0.1
H -0.612 6.304 -2.086 0.1 0.1 -0.1
H 0.650 6.547 -0.868 0.0 0.0 0.0
H -0.081 4.953 -1.108 0.0 0.0 0.0
H 0.169 4.442 -7.986 -0.1 0.1 0.1
H 1.808 3.911 -7.702 0.0 -0.1 0.2
H 0.995 6.848 -7.413 0.0 0.0 -0.1
H 1.665 6.137 -8.889 0.0 0.0 0.0
H 2.626 6.175 -7.407 0.0 0.0 0.0
O 4.707 -4.175 5.474 1.0 -0.1 -2.8
P 3.385 -3.923 4.859 -3.9 0.4 4.7
O 2.929 -2.437 5.356 0.4 -0.3 -0.7
C 3.807 -1.324 5.208 0.2 0.4 0.1
C 3.694 -0.685 3.837 0.0 -0.2 -0.2
O 2.386 -4.847 5.741 0.0 0.0 -0.4
C 2.900 -5.834 6.634 0.1 0.0 0.3
C 3.087 -5.273 8.031 -0.2 0.1 0.1
O 2.349 -4.045 3.612 2.5 -0.5 -0.9
C 2.721 -3.742 2.264 -0.1 0.3 -0.6
C 4.153 -4.092 1.913 0.0 -0.2 0.2
H 4.840 -1.618 5.414 0.0 -0.1 0.0
H 3.517 -0.600 5.970 -0.1 -0.1 0.0
H 4.107 -1.340 3.065 0.0 0.0 0.0
H 4.245 0.255 3.798 0.0 0.0 0.1
H 2.650 -0.491 3.585 0.0 0.0 0.1
H 3.828 -6.255 6.251 0.1 0.1 0.0
H 2.172 -6.647 6.660 -0.1 0.1 -0.1
H 3.574 -4.299 8.011 0.2 -0.1 -0.1
H 3.687 -5.950 8.642 0.0 0.0 0.0
H 2.120 -5.134 8.518 0.0 0.0 0.0
H 2.515 -2.686 2.064 0.1 0.0 0.1
H 2.048 -4.311 1.621 -0.1 0.0 0.2
H 4.869 -3.667 2.626 0.0 0.1 -0.1
H 4.401 -3.717 0.924 0.0 0.0 0.0
H 4.297 -5.174 1.912 0.0 0.0 0.0

Entry 4:
59
Properties=species:S:1:pos:R:3:forces:R:3 method="wB97M-V/def2-TZVPD" smiles="CC(=O)OCCCCB1OBOB(I)O1.COCCOC.COCCOC" gap_ev=8.8 energy_ha=-1602.06299
C -0.935 0.284 1.871 0.2 0.7 -0.9
C -0.300 1.092 0.592 3.7 -1.3 -3.9
O 0.559 0.550 -0.288 -5.5 3.2 5.7
O -0.695 2.522 0.378 -0.5 -3.9 0.0
C -1.619 2.467 -0.790 -0.2 0.3 -1.4
C -2.985 3.366 -0.596 0.1 0.3 0.2
C -3.552 3.396 0.945 -0.2 -0.7 0.6
C -5.149 2.935 1.076 0.0 0.7 0.0
B -5.350 1.304 1.041 0.3 -0.6 -0.3
O -6.276 0.507 1.868 1.9 -1.3 -3.6
B -6.419 -0.881 1.338 0.1 1.5 -1.1
O -6.326 -1.224 -0.123 1.4 4.0 1.7
B -5.603 -0.122 -0.796 1.2 -1.0 2.4
I -5.973 0.631 -2.824 0.2 -0.6 1.2
O -4.536 0.552 0.025 -4.5 0.1 -0.4
H -1.009 -0.846 1.574 0.5 2.2 0.7
H -0.207 0.481 2.792 -1.8 -0.5 -2.0
H -2.029 0.675 2.058 2.4 -0.6 -0.2
H -1.825 1.335 -1.014 -0.1 2.3 0.3
H -1.019 2.908 -1.696 -1.2 -0.9 1.6
H -2.755 4.501 -0.884 -0.4 -2.6 0.5
H -3.825 2.970 -1.347 2.0 0.7 1.6
H -2.965 2.648 1.660 -0.9 1.8 -1.7
H -3.397 4.480 1.364 -0.5 -2.2 -0.7
H -5.687 3.423 0.129 0.8 -1.1 2.1
H -5.651 3.354 2.062 1.1 -0.6 -2.1
H -6.669 -1.715 2.160 0.0 0.1 -0.5
C 2.691 -2.989 -0.954 0.0 0.1 0.0
O 2.095 -4.222 -1.346 -0.3 0.0 0.5
C 1.577 -4.957 -0.233 -0.2 0.1 -0.6
C 0.066 -4.752 -0.078 0.3 0.2 0.5
O -0.251 -3.395 0.241 0.1 -0.2 -0.4
C -0.656 -2.649 -0.903 0.0 0.2 0.1
H 2.759 -2.348 -1.837 0.0 -0.2 0.1
H 2.096 -2.464 -0.195 0.1 -0.1 -0.2
H 3.698 -3.173 -0.569 0.0 0.1 0.1
H 2.110 -4.690 0.688 -0.1 0.1 -0.1
H 1.769 -6.016 -0.433 0.0 0.0 0.0
H -0.285 -5.367 0.760 0.0 0.0 -0.1
H -0.472 -5.076 -0.975 0.1 0.1 0.0
H -1.701 -2.869 -1.133 -0.1 0.0 -0.1
H -0.036 -2.864 -1.779 0.0 0.0 0.1
H -0.562 -1.585 -0.668 0.1 -0.2 0.0
C 6.419 0.027 0.030 -0.1 0.0 -0.1
O 5.043 -0.292 0.209 0.1 0.4 0.1
C 4.379 0.624 1.085 -0.3 -0.1 -0.5
C 3.604 1.690 0.302 0.4 0.1 0.2
O 4.480 2.527 -0.456 0.0 -0.5 -0.1
C 4.560 2.132 -1.823 0.1 0.1 0.1
H 6.771 -0.481 -0.872 -0.1 0.0 0.1
H 6.581 1.106 -0.100 -0.1 -0.2 0.1
H 6.995 -0.330 0.888 0.1 0.1 0.0
H 5.095 1.084 1.778 0.0 0.0 -0.1
H 3.670 0.040 1.680 0.0 0.0 0.0
H 3.083 2.338 1.017 0.0 -0.1 -0.1
H 2.846 1.233 -0.345 0.2 0.0 0.1
H 3.688 2.506 -2.364 -0.1 -0.1 -0.1
H 4.623 1.045 -1.937 0.0 0.1 0.1
H 5.461 2.576 -2.255 -0.1 0.0 0.1

Entry 5:
103
Properties=species:S:1:pos:R:3:forces:R:3 method="wB97M-V/def2-TZVPD" gap_ev=6.9 de_lowest_kj_mol=0.00 energy_ha=-7000.28587 total_charge=-1
Hf -1.361 0.968 0.163 0.0 -0.1 0.1
C 0.677 3.271 -6.250 0.0 0.0 0.0
C 0.231 3.239 -4.813 0.0 0.0 0.2
C 0.690 4.150 -3.869 -0.1 -0.1 0.0
C 0.324 4.048 -2.540 0.1 0.2 -0.2
C -0.505 3.028 -2.048 -0.1 -0.1 -0.1
N -0.770 2.881 -0.696 0.1 -0.1 0.1
C -0.095 3.642 0.279 -0.1 0.1 0.0
C 1.272 3.918 0.206 0.2 -0.1 0.0
C 1.946 4.579 1.217 0.0 0.1 0.1
C 1.281 5.006 2.355 0.0 0.0 -0.1
C 1.996 5.699 3.483 0.0 0.0 0.0
C -0.075 4.708 2.454 0.1 0.0 0.0
C -0.770 4.025 1.466 0.0 0.1 0.0
C -2.206 3.523 1.689 0.1 0.0 0.0
O -2.269 2.172 1.409 -0.4 0.2 0.2
C -3.247 4.317 0.805 0.1 -0.1 0.1
F -3.863 5.289 1.512 0.0 0.0 0.0
F -4.196 3.515 0.333 0.0 -0.1 0.1
F -2.674 4.934 -0.230 0.1 0.0 -0.1
C -2.672 3.598 3.174 0.0 -0.1 0.0
F -3.920 3.115 3.281 0.1 0.1 0.0
F -1.879 2.842 3.940 0.0 0.0 0.0
F -2.681 4.830 3.720 0.0 0.0 0.0
C -1.106 2.195 -3.041 0.0 0.2 0.0
C -0.699 2.309 -4.365 0.1 0.1 -0.1
C -2.359 1.353 -2.762 0.0 0.0 0.1
O -2.502 0.979 -1.450 0.3 -0.3 -0.1
C -3.603 2.218 -3.122 0.1 -0.1 0.0
F -3.607 3.333 -2.391 0.0 0.0 -0.1
F -4.745 1.562 -2.878 0.0 0.0 0.0
F -3.620 2.583 -4.420 0.0 0.0 0.1
C -2.405 0.010 -3.566 0.1 0.0 0.3
F -2.641 0.140 -4.883 -0.1 0.0 -0.1
F -3.356 -0.795 -3.084 0.0 0.0 -0.1
F -1.232 -0.634 -3.433 0.0 0.0 0.0
H 1.014 4.269 -6.534 0.0 0.0 0.0
H -0.134 2.986 -6.923 0.0 0.0 0.0
H 1.506 2.581 -6.430 0.0 0.0 0.0
H 1.344 4.961 -4.172 0.0 0.0 0.0
H 0.682 4.807 -1.860 0.0 0.0 0.0
H 1.835 3.553 -0.643 0.0 0.0 0.0
H 3.014 4.749 1.119 0.0 0.0 0.0
H 3.020 5.946 3.203 0.0 0.0 0.0
H 2.039 5.062 4.370 0.0 0.0 0.0
H 1.492 6.624 3.769 0.0 0.0 0.0
H -0.580 4.999 3.362 0.0 0.0 0.0
H -1.154 1.669 -5.108 0.0 0.0 0.0
Br 2.671 1.749 3.422 0.0 0.0 0.1
C 3.445 1.265 1.767 0.0 0.1 0.0
C 4.829 1.353 1.698 0.1 0.0 0.0
C 5.492 1.056 0.517 0.0 0.0 0.1
C 4.773 0.677 -0.606 -0.1 0.0 -0.1
C 3.395 0.596 -0.534 0.1 0.0 0.0
C 2.709 0.876 0.649 0.0 0.0 -0.1
C 1.223 0.776 0.592 -0.1 0.1 -0.1
O 0.477 1.085 1.553 -0.1 -0.1 -0.2
O 0.682 0.410 -0.509 0.0 -0.2 0.0
H 5.378 1.663 2.575 0.0 0.0 0.0
H 6.571 1.130 0.480 0.0 0.0 0.0
H 5.278 0.448 -1.535 0.0 0.0 0.0
H 2.810 0.305 -1.396 0.0 0.0 0.0
C -3.503 -5.393 1.224 0.0 0.0 0.0
Si -1.771 -5.232 1.935 0.0 0.0 0.0
C -1.922 -4.799 3.759 0.0 0.0 0.0
C -0.951 -6.922 1.782 0.0 0.0 0.0
Si -0.601 -3.498 0.872 0.1 -0.1 0.0
Te -2.225 -1.642 1.238 -0.1 0.2 0.0
Si 1.409 -3.108 2.032 -0.1 0.1 0.0
C 1.135 -1.788 3.332 0.0 0.0 0.0
C 2.766 -2.584 0.841 0.0 0.1 -0.1
C 2.039 -4.664 2.892 0.0 0.0 0.0
Si -0.291 -3.939 -1.410 -0.1 0.0 0.1
C -1.966 -3.898 -2.248 0.0 0.0 -0.1
C 0.461 -5.653 -1.652 0.0 0.0 0.0
C 0.877 -2.713 -2.214 0.1 0.0 0.0
H -4.096 -6.088 1.826 0.0 0.0 0.0
H -3.476 -5.773 0.200 0.0 0.0 0.0
H -4.011 -4.428 1.211 0.0 0.0 0.0
H -2.532 -5.539 4.286 0.0 0.0 0.0
H -2.393 -3.820 3.874 0.0 0.0 0.0
H -0.944 -4.761 4.245 0.0 0.0 0.0
H -1.572 -7.684 2.264 0.0 0.0 0.0
H 0.032 -6.943 2.257 0.0 0.0 0.0
H -0.828 -7.208 0.737 0.0 0.0 0.0
H 0.764 -0.854 2.898 0.0 -0.1 0.1
H 2.064 -1.576 3.869 0.0 0.0 0.0
H 0.387 -2.127 4.054 0.0 0.0 0.0
H 2.416 -1.830 0.134 0.0 -0.1 0.0
H 3.101 -3.450 0.263 0.0 0.0 0.0
H 3.633 -2.174 1.369 0.0 0.0 0.0
H 1.357 -4.998 3.675 0.0 0.0 0.0
H 3.006 -4.452 3.358 0.0 0.0 0.0
H 2.183 -5.489 2.190 0.0 0.0 0.0
H -2.583 -4.730 -1.897 0.0 0.0 0.0
H -1.862 -3.985 -3.334 0.0 0.0 0.0
H -2.492 -2.968 -2.030 0.0 0.0 0.0
H -0.228 -6.439 -1.337 0.0 0.0 0.0
H 1.391 -5.774 -1.092 0.0 0.0 0.0
H 0.686 -5.813 -2.711 0.0 0.0 0.0
H 0.663 -1.682 -1.929 0.0 0.0 0.0
H 0.803 -2.785 -3.303 0.0 0.0 0.0
H 1.908 -2.940 -1.929 0.0 0.0 0.0